1.
{
  "formula": "C26H44ClNO22PS4",
  "method": "the ωB97M-V functional and the def2-TZVPD basis",
  "fmax_ev_per_a": 2.43,
  "homo_lumo_gap_ha": 0.244,
  "total_charge": 1,
  "e_tot_ha": -5121.1039,
  "elements": ["C", "O", "C", "C", "C", "C", "C", "N", "C", "C", "O", "C", "O", "C", "C", "C", "C", "C", "C", "Cl", "C", "C", "O", "O", "P", "C", "O", "H", "H", "H", "H", "H", "H", "H", "H", "H", "H", "H", "H", "H", "H", "H", "H", "H", "H", "H", "H", "H", "H", "H", "H", "H", "H", "H", "H", "C", "C", "O", "S", "O", "O", "O", "H", "H", "H", "H", "C", "C", "O", "S", "O", "O", "O", "H", "H", "H", "H", "C", "C", "O", "S", "O", "O", "O", "H", "H", "H", "H", "C", "C", "O", "S", "O", "O", "O", "H", "H", "H", "H"],
  "coordinates": [[5.45, -4.59, -1.10], [4.25, -3.97, -0.67], [3.38, -3.71, -1.78], [2.16, -2.96, -1.24], [1.44, -2.11, -2.33], [0.69, -1.00, -1.60], [1.42, 0.11, -1.28], [0.90, 1.14, -0.61], [1.81, 2.26, -0.35], [2.56, 2.08, 1.00], [3.08, 3.32, 1.50], [3.67, 4.08, 0.51], [4.85, 4.06, 0.30], [-0.38, 1.14, -0.20], [-0.86, 2.34, 0.59], [-1.20, 0.05, -0.52], [-2.65, 0.11, -0.07], [-2.99, -1.00, 0.98], [-4.48, -1.39, 0.82], [-2.67, -0.38, 2.63], [-0.67, -1.05, -1.23], [-1.48, -2.29, -1.59], [-0.95, -3.35, -1.82], [-2.86, -2.25, -1.61], [-3.42, -1.47, -3.01], [-5.25, -1.73, -2.88], [-2.92, -2.27, -4.37], [6.32, -4.21, -0.56], [5.43, -5.68, -0.97], [5.65, -4.40, -2.17], [3.15, -4.68, -2.24], [3.96, -3.06, -2.47], [1.49, -3.64, -0.71], [2.54, -2.23, -0.50], [0.80, -2.72, -2.96], [2.24, -1.61, -2.89], [2.46, 0.16, -1.58], [1.30, 3.23, -0.36], [2.54, 2.30, -1.17], [3.41, 1.39, 0.91], [1.90, 1.65, 1.76], [3.05, 4.77, -0.10], [-1.26, 3.06, -0.15], [-0.07, 2.82, 1.16], [-1.64, 2.06, 1.31], [-3.31, 0.02, -0.94], [-2.90, 1.06, 0.41], [-2.41, -1.90, 0.74], [-4.90, -1.08, -0.14], [-4.64, -2.47, 0.90], [-5.11, -0.93, 1.59], [-5.74, -0.81, -2.53], [-5.69, -2.06, -3.83], [-5.47, -2.49, -2.10], [-3.03, -1.61, -5.08], [-4.11, 0.55, 6.71], [-3.01, -0.35, 6.19], [-2.93, -1.42, 7.14], [-4.40, -1.70, 7.73], [-4.98, -2.79, 7.02], [-4.32, -1.68, 9.14], [-5.10, -0.34, 7.22], [-3.76, 1.18, 7.53], [-4.53, 1.18, 5.93], [-2.05, 0.16, 6.12], [-3.26, -0.77, 5.22], [-5.83, 1.68, -6.83], [-5.30, 0.26, -6.80], [-3.90, 0.40, -6.52], [-3.68, 1.69, -5.57], [-3.58, 1.24, -4.23], [-2.69, 2.52, -6.16], [-5.12, 2.35, -5.78], [-5.60, 2.17, -7.77], [-6.90, 1.72, -6.65], [-5.45, -0.26, -7.74], [-5.75, -0.32, -5.99], [6.68, -6.20, 3.15], [6.45, -4.78, 3.62], [7.69, -4.11, 3.35], [8.36, -4.74, 2.04], [8.03, -3.91, 0.93], [9.69, -5.10, 2.34], [7.46, -6.06, 1.96], [7.25, -6.78, 3.87], [5.74, -6.71, 2.93], [6.21, -4.73, 4.68], [5.67, -4.28, 3.05], [1.89, 8.92, 0.37], [1.88, 8.01, 1.58], [0.61, 7.33, 1.51], [0.20, 7.13, -0.02], [0.57, 5.81, -0.41], [-1.11, 7.63, -0.21], [1.25, 8.15, -0.67], [1.29, 9.82, 0.54], [2.89, 9.20, 0.07], [1.97, 8.56, 2.51], [2.67, 7.26, 1.52]]
}

2.
{
  "formula": "CH2N2O3S",
  "method": "the ωB97M-V functional and the def2-TZVPD basis",
  "fmax_ev_per_a": 4.80,
  "homo_lumo_gap_ha": [0.273, 0.306],
  "de_lowest_ev": 4.830,
  "e_tot_ha": -772.5293,
  "elements": ["C", "N", "N", "O", "O", "O", "S", "H", "H"],
  "coordinates": [[-1.57, -0.74, 0.13], [-1.17, -1.65, 0.79], [-0.69, 0.13, -0.64], [2.97, 0.45, -0.51], [1.26, 1.27, 1.11], [0.55, -0.34, -0.85], [1.90, 0.19, 0.45], [-2.64, -0.44, 0.09], [-0.61, 1.14, -0.58]]
}

3.
{
  "formula": "C22H40Cl2N4Tc",
  "method": "the ωB97M-V functional and the def2-TZVPD basis",
  "spin_multiplicity": 4,
  "s_squared": 4.00,
  "fmax_ev_per_a": 4.44,
  "homo_lumo_gap_ha": [0.047, 0.135],
  "de_lowest_ev": 0.357,
  "total_charge": -2,
  "e_tot_ha": -2082.2804,
  "elements": ["Tc", "Cl", "C", "C", "N", "H", "N", "H", "C", "C", "C", "H", "H", "H", "H", "H", "H", "C", "H", "H", "H", "C", "C", "H", "H", "C", "H", "C", "H", "H", "H", "H", "H", "C", "H", "C", "N", "H", "N", "H", "C", "C", "C", "H", "H", "H", "H", "H", "H", "C", "H", "H", "H", "C", "C", "H", "H", "C", "H", "C", "H", "H", "H", "H", "H", "C", "H", "C", "Cl"],
  "coordinates": [[-0.47, 0.81, 0.73], [1.44, 1.49, -0.34], [-2.52, 2.27, 3.44], [-1.01, 2.27, 1.76], [-1.23, 1.94, 3.08], [-4.15, 3.13, 2.08], [-2.24, 2.62, 1.25], [-2.89, 2.20, 4.48], [-0.29, 1.09, 3.86], [-0.17, 1.67, 5.26], [-0.78, -0.36, 3.93], [-1.12, 1.64, 5.81], [0.57, 1.09, 5.82], [0.18, 2.71, 5.20], [1.74, 0.38, 3.83], [1.56, 2.03, 3.18], [-0.91, -0.79, 2.92], [1.09, 1.04, 3.23], [-1.74, -0.43, 4.46], [-0.05, -1.00, 4.47], [1.15, 0.58, 2.20], [-3.16, 2.73, 2.28], [-3.68, 1.51, -0.43], [-4.64, 1.87, -0.05], [-3.72, 1.32, -1.51], [-2.61, 2.59, -0.19], [-1.78, 2.23, -2.13], [-3.14, 3.95, -0.59], [-2.36, 4.72, -0.48], [-3.36, 0.60, 0.08], [-1.10, 1.09, -1.02], [-4.02, 4.24, -0.01], [-3.40, 3.90, -1.65], [-1.44, 2.22, -1.08], [-0.61, 2.93, -1.03], [3.12, -3.03, -2.45], [2.34, -2.64, -1.35], [2.69, -2.58, -4.61], [1.34, -1.89, -3.13], [3.99, -3.61, -2.29], [2.63, -2.66, 0.16], [3.46, -3.90, 0.40], [3.37, -1.39, 0.56], [4.42, -3.86, -0.15], [3.66, -3.93, 1.48], [2.89, -4.80, 0.11], [1.57, -2.89, 1.99], [0.58, -3.33, 0.61], [2.71, -0.52, 0.47], [1.34, -2.64, 0.95], [4.28, -1.23, -0.02], [3.65, -1.50, 1.61], [0.93, -1.64, 0.93], [2.50, -2.54, -3.57], [0.74, 0.47, -3.71], [1.72, 0.69, -4.15], [-0.01, 1.05, -4.25], [0.35, -0.99, -3.85], [-1.68, -0.41, -3.69], [0.37, -1.43, -5.29], [0.08, -2.49, -5.37], [0.72, 0.78, -2.66], [-0.94, -0.83, -2.13], [1.36, -1.28, -5.75], [-0.37, -0.82, -5.81], [-1.00, -1.10, -3.18], [-1.40, -2.10, -3.26], [1.24, -2.10, -1.83], [-1.79, -1.14, 0.38]]
}

4.
{
  "formula": "C4H9ClN2",
  "method": "the ωB97M-V functional and the def2-TZVPD basis",
  "smiles": "[H]/N=C(\\Cl)C(=C)C.N",
  "fmax_ev_per_a": 3.89,
  "homo_lumo_gap_ha": 0.377,
  "de_lowest_ev": 0.810,
  "e_tot_ha": -727.4572,
  "elements": ["H", "N", "C", "Cl", "C", "C", "C", "H", "H", "H", "H", "H", "N", "H", "H", "H"],
  "coordinates": [[-2.34, -0.10, -1.55], [-1.48, 0.39, -1.30], [-1.01, 0.29, -0.15], [-1.79, -0.86, 0.93], [0.11, 1.12, 0.25], [0.24, 2.25, -0.40], [1.06, 0.75, 1.34], [-0.40, 2.57, -1.20], [0.95, 2.91, -0.19], [0.40, 0.23, 2.06], [1.51, 1.73, 1.78], [1.89, 0.06, 1.13], [0.06, -2.60, -0.72], [0.96, -2.36, -0.19], [0.28, -3.07, -1.66], [-0.44, -3.31, -0.12]]
}

5.
{
  "formula": "C3H8N3S",
  "method": "the ωB97M-V functional and the def2-TZVPD basis",
  "fmax_ev_per_a": 5.33,
  "homo_lumo_gap_ha": 0.351,
  "de_lowest_ev": 1.184,
  "total_charge": 1,
  "e_tot_ha": -681.2708,
  "elements": ["C", "C", "C", "N", "N", "N", "S", "H", "H", "H", "H", "H", "H", "H", "H"],
  "coordinates": [[0.99, 0.68, 0.76], [0.46, -1.50, 0.21], [-1.00, 0.33, -0.77], [1.15, -1.69, 1.48], [0.09, -0.11, 0.15], [0.76, 2.09, 0.49], [1.92, -0.23, 1.89], [1.22, -1.82, -0.46], [-0.47, -2.25, 0.03], [-1.50, 1.07, -0.27], [-0.60, 0.73, -1.82], [-1.75, -0.46, -0.95], [0.57, -2.12, 2.18], [-0.06, 2.31, -0.05], [1.11, 2.74, 1.16]]
}

6.
{
  "formula": "C10H16O",
  "method": "the ωB97M-V functional and the def2-TZVPD basis",
  "spin_multiplicity": 2,
  "s_squared": 0.77,
  "fmax_ev_per_a": 1.69,
  "homo_lumo_gap_ha": [0.369, 0.241],
  "de_lowest_ev": 0.686,
  "total_charge": 1,
  "e_tot_ha": -465.5585,
  "elements": ["C", "C", "C", "H", "H", "H", "H", "H", "H", "H", "H", "C", "C", "C", "C", "C", "C", "C", "O", "H", "H", "H", "H", "H", "H", "H", "H"],
  "coordinates": [[0.65, -2.76, -0.55], [1.47, -1.55, -0.02], [-0.26, -2.39, -1.71], [1.32, -3.58, -0.79], [0.10, -3.18, 0.29], [1.31, -1.58, 1.06], [1.11, -0.60, -0.43], [-1.17, -1.90, -1.34], [0.20, -1.61, -2.32], [2.54, -1.69, -0.14], [-0.57, -3.22, -2.34], [1.40, 2.58, -0.73], [0.55, 1.46, 1.39], [0.38, 1.82, 0.03], [-0.48, 0.87, 2.05], [-0.91, 1.63, -0.57], [-1.74, 0.62, 1.43], [-1.94, 1.04, 0.07], [-2.71, 0.32, 2.24], [1.43, 1.68, 1.98], [-0.31, 0.66, 3.10], [2.02, 1.92, -1.35], [2.12, 2.98, -0.02], [-0.90, 1.81, -1.64], [-2.98, 1.01, -0.22], [-3.59, 0.26, 1.81], [0.97, 3.41, -1.29]]
}